(1)
Density functional theory data (ωB97M-V with the def2-TZVPD basis set) for 2 unconnected molecules or ions with the total composition C4H12 in a non-equilibrium geometry.

Values from the calculation:
SMILES: CC.CC
2S+1: 1
E_LUMO: 1.14 eV

Structure (XYZ):
```
16
Properties=species:S:1:pos:R:3:lowdin_charge:R:1
C -0.27282 -0.51523 2.30632 -0.151
C -1.33915 -1.04890 1.25858 -0.159
H -0.45069 0.54594 2.24603 0.049
H -0.34753 -0.76514 3.35208 0.047
H 0.68042 -0.93621 1.97704 0.058
H -1.98173 -1.79078 1.72217 0.054
H -0.85081 -1.47579 0.38043 0.044
H -1.81470 -0.16082 0.85499 0.052
C 0.49523 1.22678 -2.32660 -0.152
C 1.08028 0.35190 -1.19646 -0.155
H 0.12066 0.62994 -3.15149 0.055
H -0.35908 1.77924 -1.97299 0.053
H 1.30616 1.82836 -2.72355 0.059
H 1.41463 -0.59246 -1.62190 0.063
H 1.93988 0.81139 -0.70922 0.063
H 0.37925 0.11177 -0.39541 0.021
```


(2)
Density functional theory data (ωB97M-V with the def2-TZVPD basis set) for 2 unconnected molecules or ions with the total composition C4H12 in a non-equilibrium geometry.

Values from the calculation:
Total charge: +1
2S+1: 2
E_LUMO (alpha / beta): -3.59 / -12.21 eV

Structure (XYZ):
```
16
Properties=species:S:1:pos:R:3:lowdin_charge:R:1
C 0.76494 -1.08352 -1.42046 0.095
C 0.47816 -2.56685 -1.82012 0.071
H 1.48659 -0.73503 -2.07073 0.152
H -0.08325 -0.49264 -1.17919 0.096
H 1.40455 -1.03562 -0.50883 0.179
H 1.44960 -2.94931 -2.17632 0.125
H -0.24766 -2.71950 -2.51699 0.078
H 0.42179 -3.07302 -0.88059 0.175
C 0.00333 1.59628 1.24911 -0.105
C -1.38677 2.00359 2.02605 -0.077
H 0.41046 2.58157 1.04128 0.065
H 0.63987 0.84623 1.48677 0.003
H -0.45329 1.34918 0.27251 0.034
H -1.95942 2.35997 1.32575 -0.004
H -1.12842 2.79298 2.62311 0.032
H -1.80047 1.12569 2.54863 0.082
```


(3)
Density functional theory data (ωB97M-V with the def2-TZVPD basis set) for 2 unconnected molecules or ions with the total composition C4H12 in a non-equilibrium geometry.

Values from the calculation:
Total charge: +1
2S+1: 2
E_LUMO (alpha / beta): -2.72 / -11.65 eV

Structure (XYZ):
```
16
Properties=species:S:1:pos:R:3:lowdin_charge:R:1
C -0.70449 1.46004 -0.94616 -0.106
C -1.30416 2.24135 -2.09209 -0.082
H 0.01526 0.67960 -1.25553 0.095
H -0.11016 2.22585 -0.37404 0.143
H -1.48046 0.97399 -0.34180 0.086
H -0.64745 2.31348 -2.95877 0.099
H -2.24988 1.73115 -2.31862 0.111
H -1.61370 3.28814 -1.94043 0.122
C 0.97613 -1.50065 0.86732 -0.084
C 0.99631 -2.17971 2.20230 -0.074
H 1.01873 -2.26162 0.08053 0.110
H 0.20069 -0.77872 0.59044 0.091
H 1.88337 -0.88188 0.83068 0.112
H 1.53991 -1.58340 2.94393 0.092
H 1.49062 -3.22447 2.16591 0.155
H -0.01072 -2.50313 2.54632 0.132
```


(4)
Density functional theory data (ωB97M-V with the def2-TZVPD basis set) for 2 unconnected molecules or ions with the total composition C4H12 in a non-equilibrium geometry.

Values from the calculation:
Total charge: +1
2S+1: 2
E_LUMO (alpha / beta): -2.88 / -11.74 eV

Structure (XYZ):
```
16
Properties=species:S:1:pos:R:3:lowdin_charge:R:1
C 1.49172 -0.15135 -2.50624 -0.089
C 0.34301 -0.39338 -1.60680 -0.071
H 1.30826 -0.25640 -3.55845 0.102
H 1.90254 0.84555 -2.37666 0.120
H 2.31285 -0.83529 -2.38174 0.096
H 0.71787 -0.38229 -0.58157 0.109
H -0.07588 -1.38203 -1.58408 0.120
H -0.53873 0.28811 -1.92799 0.157
C -0.36850 0.50415 2.53841 -0.049
C -1.55808 0.03446 1.51645 -0.011
H 0.11620 1.34574 2.18704 0.033
H -0.62260 0.71159 3.56912 0.079
H 0.50090 -0.26428 2.65731 0.149
H -2.06188 -0.80717 1.94194 0.066
H -1.21942 -0.23680 0.53765 0.023
H -2.24825 0.97940 1.57561 0.164
```


(5)
Density functional theory data (ωB97M-V with the def2-TZVPD basis set) for a molecular structure, C4H12AlFO2 in a non-equilibrium geometry.

Values from the calculation:
Total charge: +3
2S+1: 2
E_LUMO (alpha / beta): -16.57 / -16.28 eV

Structure (XYZ):
```
20
Properties=species:S:1:pos:R:3:lowdin_charge:R:1
Al -0.48453 0.42378 1.04478 1.169
F 1.69407 0.08813 -0.82743 0.020
C -2.49695 3.52131 -1.66653 0.048
C -1.20393 3.87577 -0.95021 -0.114
O -0.51202 2.62559 -0.91227 0.079
H -2.28352 3.01196 -2.60627 0.112
H -3.08508 4.32432 -2.11079 0.157
H -3.09592 2.84249 -1.05945 0.114
H -1.40199 4.30038 0.03396 0.184
H -0.54513 4.54811 -1.49979 0.162
H 0.22435 2.82216 -1.49598 0.161
C 1.99041 -4.15026 1.76011 0.070
C 1.30440 -3.22025 0.72996 -0.103
O 0.45287 -2.35029 1.46550 0.051
H 1.38021 -4.53855 2.57558 0.129
H 2.94027 -3.71419 2.06950 0.140
H 2.31082 -4.96917 1.11603 0.125
H 0.80277 -3.93208 0.07440 0.207
H 1.95363 -2.54955 0.16715 0.145
H 0.05529 -2.95967 2.09173 0.144
```


(6)
Density functional theory data (ωB97M-V with the def2-TZVPD basis set) for a molecular structure, C4H12BBr4Na3 in a non-equilibrium geometry.

Values from the calculation:
Total charge: +2
2S+1: 1
E_LUMO: -8.32 eV

Structure (XYZ):
```
24
Properties=species:S:1:pos:R:3:lowdin_charge:R:1
Na -0.29789 2.59416 2.13126 0.747
Na -0.30760 -0.25503 2.19426 0.461
Na -2.63695 0.46838 1.21614 0.333
B -0.96473 1.24840 0.70242 -0.517
H -1.02456 2.23963 0.28037 0.068
H -1.39904 0.45763 0.11055 -0.118
H 0.06098 0.95914 0.87121 -0.047
H -1.30044 1.36314 1.72142 -0.047
Br 0.01240 0.12134 -4.14030 0.637
C -0.89236 -0.06321 -2.29309 -0.644
C -2.07844 -0.98143 -2.36158 -0.415
Br -2.73739 -1.18568 -0.41620 0.835
H -1.13601 0.93937 -1.94156 0.055
H -0.13154 -0.59531 -1.72203 -0.046
H -1.65427 -1.95146 -2.62083 0.082
H -2.93790 -0.63601 -2.93614 0.090
Br 4.20942 0.59917 2.06068 0.738
C 2.92324 -0.82924 1.71206 -0.685
C 1.95171 -0.26726 0.66060 -0.541
Br 0.78340 -1.88698 0.19507 0.826
H 2.37519 -1.17965 2.58667 0.056
H 3.36915 -1.67481 1.18835 0.066
H 2.58089 0.02820 -0.17900 0.091
H 1.23285 0.48740 0.97971 -0.021
```


(7)
Density functional theory data (ωB97M-V with the def2-TZVPD basis set) for 2 unconnected molecules or ions with the total composition C4H12BN in a non-equilibrium geometry.

Values from the calculation:
2S+1: 1
E_LUMO: 0.26 eV

Structure (XYZ):
```
18
Properties=species:S:1:pos:R:3:lowdin_charge:R:1
B 0.93207 0.91094 -1.29637 -0.239
C 1.86817 -1.74098 0.30650 -0.193
C -2.40100 0.83847 0.06110 -0.075
C 0.45273 -1.44790 0.50545 -0.006
C -0.92837 1.36034 0.49069 -0.264
N 0.01671 0.59893 -0.32518 -0.002
H 1.86940 0.25918 -1.41860 -0.001
H 0.75825 1.82699 -1.92961 0.010
H 2.56265 -0.97232 0.87924 0.122
H 2.26610 -2.81991 0.38020 0.106
H 2.15588 -1.47902 -0.75114 0.045
H -2.23571 0.88246 -0.97366 0.032
H -2.61014 -0.20837 0.26953 0.051
H -3.28608 1.38065 0.51921 0.081
H -0.24352 -1.89490 -0.16165 0.068
H 0.24768 -1.26218 1.51404 0.054
H -0.61307 2.45577 0.35570 0.125
H -0.81174 1.31184 1.57455 0.086
```